# 1
Below is a structure of composition C14H24N3O3S2Y, with properties calculated with ωB97M-V with the def2-TZVPD basis set.

Geometry as XYZ:
```
47
Properties=species:S:1:pos:R:3:forces:R:3
C 3.01659 3.07113 1.16564 -0.006 0.004 -0.062
Y 0.66298 -0.62302 0.16919 -0.297 -0.163 0.029
H 3.77416 3.91712 -0.65379 -0.003 -0.002 -0.021
H -1.81907 -2.32321 -4.98537 -0.010 -0.006 0.003
H 3.48703 -0.43932 1.13045 -0.064 -0.012 0.010
H -3.94738 -3.32448 -3.34682 0.006 -0.005 0.011
C -2.05417 2.57043 -0.32517 0.028 -0.063 -0.110
C -3.10896 -2.63963 -3.23812 -0.033 0.032 -0.055
N 3.10645 -0.58022 0.19319 0.321 -0.006 -0.010
O -0.08377 -1.76783 3.06275 -0.046 -0.177 0.170
C -1.91844 -2.99576 -4.13792 -0.016 0.036 -0.055
C -3.37276 -2.63651 -0.70869 -0.085 0.000 0.113
H -2.01796 3.65745 -0.25589 0.028 0.014 -0.028
C 4.22798 3.42445 1.97420 -0.008 0.015 -0.003
H -3.46580 -1.62141 -3.40577 -0.004 -0.004 0.016
N -0.79056 -2.84041 -3.20701 -0.027 -0.073 -0.056
C -0.82699 -1.94140 4.29829 -0.003 0.048 0.071
C -0.32901 -0.68885 2.31718 0.041 0.164 -0.110
H -1.82741 -1.53123 4.19697 -0.004 -0.017 -0.010
O -0.65201 0.49563 -1.14493 -0.130 0.077 -0.106
S -0.18403 -3.02440 -0.57892 0.183 -0.096 0.070
N -2.53756 -2.73734 -1.88807 0.093 -0.016 -0.043
H -2.75155 -2.64053 0.18219 0.008 -0.003 -0.011
C 2.93702 3.41367 -0.18641 0.073 0.000 0.095
H 1.75678 3.41256 -1.98271 0.011 0.006 0.001
H -2.01299 2.10813 0.66034 0.033 -0.038 -0.004
H 4.15278 4.46084 2.31002 0.004 -0.001 0.010
H -4.05799 -3.48278 -0.66691 0.013 -0.003 -0.026
C -1.22436 -2.83131 -1.94092 -0.062 0.034 -0.031
H -0.30324 -1.43448 5.10578 -0.012 0.026 -0.015
H -0.85750 -3.00879 4.48819 0.022 -0.002 -0.031
C 0.76797 2.16218 1.02824 -0.056 0.109 0.096
H 4.31676 2.79841 2.85991 0.013 0.002 0.009
O -1.13319 0.17621 2.63772 0.065 -0.035 -0.096
H 5.13925 3.34262 1.38378 0.010 -0.002 0.006
H 1.94719 2.18354 2.80967 -0.010 -0.004 0.006
C 1.91950 2.43375 1.75558 -0.011 -0.037 -0.024
H -3.95675 -1.71627 -0.74473 0.029 0.014 -0.017
S -0.67198 2.03805 -1.33015 0.075 0.204 0.367
C 0.72127 2.51858 -0.32152 -0.056 -0.011 -0.177
H -2.95515 2.26586 -0.85534 -0.001 0.009 0.003
H -0.09611 1.74270 1.54566 0.031 -0.031 0.003
H 3.52221 0.16469 -0.36759 -0.037 0.012 0.011
H 3.54608 -1.43983 -0.13981 -0.035 0.004 -0.004
H -1.97240 -4.02108 -4.50421 0.018 -0.006 0.034
H 0.12333 -3.20596 -3.42232 0.009 0.042 0.052
C 1.80376 3.13807 -0.93581 -0.099 -0.038 -0.083
```
Forces are in eV/Å.

Results
- Kohn-Sham gap: 8.04 eV
- Relative energy (zero: lowest compared OMol25 entry of this formula, charge and spin): 26.2 kcal per mole
- E_LUMO: -6.10 eV
- Net charge: +2

# 2
Below is a cluster of 2 separate species, C5H16N3O2 in total, with properties calculated with ωB97M-V with the def2-TZVPD basis set.

Geometry as XYZ:
```
26
Properties=species:S:1:pos:R:3:forces:R:3
H -1.83870 2.33245 4.74770 -0.074 -0.142 -0.420
C -2.12890 2.00472 3.73094 -0.184 0.144 0.295
C 3.36505 -1.87630 -3.53755 0.437 -0.116 -0.036
H -2.09012 3.81031 2.92126 0.418 -0.760 -0.198
H -0.60724 -0.36043 -2.03505 0.202 -0.272 -0.570
H 3.68436 -2.32027 -4.49544 -0.158 0.248 0.546
C -1.92134 0.12406 2.03695 -0.152 -0.567 0.142
C -1.52785 0.64967 3.41343 0.246 -0.193 0.240
H -1.33732 1.75233 1.16219 0.054 -0.504 -0.086
N -0.07018 -0.78064 -2.79762 -0.200 0.015 -0.081
H -1.63766 -0.94207 1.94573 -0.186 0.481 0.069
H 1.29300 -0.30478 -0.72466 0.446 -0.253 -0.379
H 3.95864 -0.96429 -3.35728 -0.243 -0.279 -0.179
H -3.23373 1.94277 3.69981 0.369 0.018 -0.024
N 1.94008 -1.57361 -3.62514 -0.311 -0.163 -0.611
O -1.65938 2.94644 2.75214 -0.478 0.621 0.236
N 1.83245 -0.72493 -1.48557 0.162 0.036 0.203
O -1.25965 0.79427 0.97119 0.087 0.588 -0.102
C 1.23537 -1.02822 -2.64010 -0.087 0.092 0.182
H -1.87596 -0.06226 4.18637 0.168 0.265 -0.336
H -0.53120 -1.01177 -3.68112 0.201 0.255 0.783
H 2.83040 -0.91294 -1.36194 -0.830 0.223 0.064
H -3.02009 0.19118 1.91993 0.326 -0.028 -0.025
H 1.45098 -1.79339 -4.49635 0.374 0.156 0.634
H -0.42417 0.70469 3.47916 -0.448 -0.032 0.006
H 3.57319 -2.59708 -2.72899 -0.138 0.165 -0.350
```
Forces are in eV/Å.

Results
- Kohn-Sham gap: 9.90 eV
- Relative energy (zero: lowest compared OMol25 entry of this formula, charge and spin): 0.0 kcal per mole
- E_LUMO: -2.79 eV
- Net charge: +1

# 3
Below is a structure of composition C41H43BCsFN15S2 in a non-equilibrium geometry, with properties calculated with ωB97M-V with the def2-TZVPD basis set.

Geometry as XYZ:
```
104
Properties=species:S:1:pos:R:3:forces:R:3
H 0.58348 8.92635 -0.45770 0.003 0.021 0.001
H -1.90052 -3.16683 -0.83726 0.014 0.005 0.001
C -1.15538 8.29448 -2.84307 0.001 0.005 0.001
H -1.31737 2.48595 4.67904 0.008 -0.001 -0.003
C 0.34916 7.91358 -0.73683 -0.003 0.013 -0.015
H 4.65207 -4.82073 -1.53708 -0.013 -0.020 0.045
H 4.41862 -3.92316 -4.45134 -0.028 0.037 0.003
B 0.27655 4.24354 -0.38004 -0.036 -0.014 -0.008
N -2.57282 -2.93027 -0.12534 0.063 0.012 -0.083
F -0.56205 0.28142 -2.53994 -0.425 0.150 -1.146
C 5.83615 -7.17836 -3.13171 -0.035 0.003 0.006
C -3.49083 -1.66139 1.30035 -0.022 -0.090 -0.026
H -3.23355 -5.70142 -0.02948 0.006 -0.002 -0.003
C 3.87074 3.44841 -0.88319 -0.011 -0.014 -0.017
H 0.66410 3.94012 -3.17816 -0.001 0.021 -0.001
C 2.70588 -1.81190 2.60844 0.023 0.097 0.020
C -4.28575 -2.82677 1.20556 0.015 0.000 0.012
C 3.38347 -2.86841 0.88220 -0.068 -0.080 0.067
H 3.34718 0.36650 -1.84316 -0.002 0.006 -0.013
H -3.38896 0.44483 1.66378 0.017 -0.003 -0.006
H -1.23137 1.23141 3.43462 0.003 -0.015 -0.005
H -3.06378 0.59714 -3.37744 -0.023 -0.035 0.011
H 3.28709 -3.27760 4.03616 0.007 0.003 -0.010
C 1.60680 -4.66927 -3.28647 0.109 0.021 -0.025
C -3.66194 -3.62103 0.27076 0.010 0.008 -0.006
C -2.03632 4.45448 2.47152 -0.015 -0.029 0.000
H -2.83197 4.88368 3.05570 -0.016 0.009 0.007
H 6.78196 -4.14753 -3.76122 0.013 0.018 0.004
H -3.93011 1.74233 -2.32386 0.004 0.003 0.002
C -0.44259 7.47239 -1.81722 -0.009 0.016 -0.015
H -4.94222 -5.31033 0.15136 -0.003 0.000 0.000
H 1.16166 2.28932 3.58010 -0.031 0.046 -0.002
H -4.11198 -4.94139 -1.35911 0.002 0.001 -0.008
H 3.51522 0.17125 -0.09610 -0.027 0.061 0.002
H 5.10283 -6.27153 0.38830 0.006 -0.001 -0.004
C 0.61827 -4.04881 -1.21086 0.116 -0.045 -0.048
H 3.53540 -2.62453 -1.25247 0.001 0.014 -0.011
H -1.59736 5.92090 0.85636 -0.010 0.028 -0.007
C 1.12512 -5.03976 -2.04044 0.014 0.026 0.064
C -0.15120 3.34464 -2.80838 -0.035 -0.015 -0.011
H -5.19029 -3.05557 1.74325 -0.014 0.004 0.007
C 1.55362 -3.32939 -3.64755 -0.011 -0.036 -0.021
N 3.21166 -2.99861 3.07501 -0.041 0.014 0.005
H -0.78683 8.07559 -3.84544 0.006 -0.001 -0.005
H 4.48079 -5.57924 2.68384 0.003 -0.003 0.011
C -1.69186 2.18238 3.69801 0.004 0.004 0.007
H 2.32229 -1.61706 5.51786 0.007 -0.016 0.017
C -4.00209 -4.96629 -0.27403 -0.003 -0.005 -0.001
H 3.87259 -8.03059 -3.35047 -0.006 -0.004 0.004
C 4.48895 -7.15001 -3.46787 -0.020 -0.018 -0.002
C 6.11158 -4.99564 -3.68706 0.006 -0.021 -0.072
C 2.88483 4.38335 -0.67147 -0.040 -0.033 0.024
N 2.77571 -1.70233 1.31274 -0.007 0.010 -0.069
H 6.28158 -8.09329 -2.75788 0.008 -0.013 0.005
N -2.45405 -1.73824 0.48263 -0.042 0.189 0.062
H 0.25683 -4.30208 -0.21898 -0.013 -0.005 0.013
N 6.64246 -6.12708 -3.22658 0.021 0.043 0.001
H 2.92441 5.45750 -0.70912 0.002 0.032 -0.002
C 1.02040 -2.41370 -2.74984 -0.161 -0.018 -0.009
C 0.75222 6.75888 -0.11333 -0.009 -0.023 -0.014
N 0.55332 -2.76434 -1.55163 -0.089 -0.049 0.077
H 1.88992 -3.00502 -4.62195 0.038 0.007 -0.029
N 0.23423 5.71589 -0.79858 0.020 -0.026 0.023
C 4.35627 -4.48951 -0.55269 0.037 -0.062 0.045
H -3.08427 -0.55152 3.08579 -0.002 -0.003 0.014
C 4.61539 -5.31878 0.54956 -0.010 0.006 0.039
C 1.49099 1.28917 3.82022 0.045 0.025 -0.044
C -3.68555 -0.46930 2.17896 0.002 -0.002 0.006
C -0.98505 2.47528 -3.41329 -0.075 0.047 0.037
Cs 0.07661 0.33879 -0.13355 0.122 -1.275 1.888
N 1.85007 0.43938 2.91731 0.002 -0.024 -0.046
C 3.94876 -5.96570 -3.94579 -0.080 0.025 0.064
C -3.03987 1.11600 -2.42348 0.020 0.129 -0.065
C -1.40105 3.21061 2.65209 -0.006 -0.046 -0.009
S 2.22694 -5.91337 -4.41263 -0.001 0.025 -0.034
H -1.00849 2.16017 -4.43998 0.017 -0.009 -0.016
H -1.01123 9.35679 -2.65131 0.003 0.003 0.002
N 1.73225 3.72527 -0.40449 -0.037 0.029 -0.122
C 3.21938 2.20460 -0.75213 0.005 0.080 0.061
N -0.49196 3.38604 -1.47135 -0.013 0.153 -0.038
C -1.42130 4.99331 1.37286 0.022 -0.023 -0.025
N -0.51038 6.15097 -1.84126 0.011 -0.013 0.004
C 3.65992 -3.70178 1.97449 0.023 -0.013 0.020
H 4.84542 0.84635 -1.04748 0.007 -0.003 0.000
H -4.72839 -0.37493 2.47932 -0.011 0.005 -0.015
C 2.10577 -0.80183 4.84839 -0.009 0.027 -0.005
H 0.91583 -1.36435 -3.00651 -0.010 0.026 -0.012
H -3.04094 0.38020 -1.61942 0.000 0.016 0.027
C 3.76154 0.81969 -0.93862 0.069 0.085 0.033
N -0.46935 4.12611 0.95326 0.000 -0.012 0.003
H 1.34137 6.60257 0.77543 0.018 -0.004 0.019
C 4.27234 -4.94161 1.83485 0.005 -0.020 -0.040
S 1.55201 0.70379 5.43548 0.001 -0.011 0.029
N -0.46479 3.01757 1.73409 0.074 0.018 -0.039
H -2.76666 2.02662 3.79686 -0.006 0.006 -0.003
N 1.94346 2.39013 -0.46216 0.308 0.470 -0.100
C 2.20993 -0.75408 3.49058 0.009 -0.056 -0.025
H -2.22554 8.08708 -2.83118 -0.002 -0.004 -0.003
C 3.73909 -3.26518 -0.40404 0.024 0.020 -0.044
C 4.78527 -4.86510 -4.06905 0.015 -0.005 -0.067
H 1.15682 -6.07141 -1.71820 -0.009 -0.006 0.005
H 4.90656 3.63369 -1.11038 0.018 0.002 -0.004
C -1.82241 1.95661 -2.34016 0.127 -0.016 -0.174
N -1.50417 2.59390 -1.18382 0.016 0.125 -0.169
```
Forces are in eV/Å.

Results
- Kohn-Sham gap (alpha / beta): 8.50 / 6.68 eV
- Relative energy (zero: lowest compared OMol25 entry of this formula, charge and spin): 26.7 kcal per mole
- E_LUMO (alpha / beta): 0.13 / -1.69 eV
- Expectation value of S²: 0.767
- Net charge: 0
- 2S+1: 2